No. 1
The following is a DFT calculation (wB97M-V/def2-TZVPD) of C3H6N2O2 in the gas phase in a non-equilibrium geometry.

Calculated values
Structure (SMILES): C[C@H]1N=N[C@@H](O)O1
Total energy: -377.83002 Eh
Energy above the lowest of the compared OMol25 structures with the same formula, charge and spin: 81.2 kcal per mole
Total charge: 0
E_HOMO: -9.44 eV
Gap between HOMO and LUMO: 10.27 eV
Molar mass: 102.09 g/mol

Each line ends with the Mulliken charge.
CARTESIAN COORDINATES (ANGSTROEM)
O1 0.181 -1.127 0.365  -0.419
O2 0.694 -0.936 -1.754  -0.530
N1 -1.346 -0.177 -1.220  -0.344
N2 -1.284 0.578 -0.302  -0.122
C1 -0.301 -1.315 -0.940  0.256
C2 0.559 1.324 1.022  -1.157
C3 -0.391 0.178 0.760  0.385
H1 -0.663 -2.282 -1.208  0.377
H2 0.883 1.420 2.043  0.322
H3 1.340 1.233 0.261  0.300
H4 1.598 -1.174 -1.361  0.345
H5 -1.145 0.064 1.595  0.274
H6 -0.124 2.215 0.739  0.313

---

No. 2
The following is a DFT calculation (wB97M-V/def2-TZVPD) of a 2-piece molecular cluster, C11H22FN4O3S overall.

Calculated values
Total energy: -1374.90587 Eh
Total charge: +1
E_HOMO: -13.23 eV
Gap between HOMO and LUMO: 10.81 eV
Molar mass: 309.39 g/mol

Each line ends with the Mulliken charge.
CARTESIAN COORDINATES (ANGSTROEM)
S1 0.321 -2.118 -1.603  1.289
F1 -4.919 1.788 2.942  -0.330
O1 0.096 -1.045 -2.557  -0.741
O2 -0.670 -2.320 -0.572  -0.716
O3 1.273 1.063 0.104  -0.156
N1 -2.904 1.339 2.108  -0.139
N2 -0.619 1.268 1.493  -0.627
N3 -0.899 1.051 -0.690  0.051
N4 -2.137 1.115 -0.115  -0.082
C1 -1.932 1.245 1.213  0.461
C2 -0.022 1.150 0.318  0.309
C3 2.185 3.212 0.916  -0.398
C4 -4.330 1.335 1.800  0.133
C5 1.954 -1.915 -0.875  -0.394
C6 1.974 2.295 -0.272  -0.645
C7 2.749 -3.157 -1.298  -0.778
C8 0.662 -3.634 -2.479  -0.768
C9 2.178 -3.630 -2.643  -0.576
C10 2.753 2.521 2.164  -1.035
C11 -4.881 -0.027 1.426  -1.097
H1 1.234 3.698 1.153  0.268
H2 -2.985 1.032 -0.650  0.262
H3 -5.907 -0.085 1.791  0.387
H4 -4.519 2.083 1.022  0.297
H5 2.849 4.012 0.580  0.469
H6 -2.620 1.417 3.075  0.281
H7 -4.303 -0.828 1.884  0.296
H8 2.669 1.437 2.094  0.259
H9 3.805 2.762 2.312  0.356
H10 3.811 -2.929 -1.370  0.345
H11 1.389 2.785 -1.055  0.389
H12 2.631 -3.943 -0.551  0.319
H13 1.833 -1.821 0.202  0.397
H14 2.905 1.946 -0.715  0.322
H15 -4.921 -0.165 0.344  0.345
H16 2.373 -0.998 -1.283  0.188
H17 2.463 -2.937 -3.437  0.283
H18 0.322 -4.449 -1.840  0.361
H19 2.208 2.822 3.058  0.278
H20 -0.714 0.870 -1.671  0.334
H21 0.101 -3.629 -3.411  0.430
H22 2.545 -4.617 -2.914  0.376

---

> Among the records above, which one has the highest E_HOMO?

C3H6N2O2